Below is a 10-piece molecular cluster, C58H135BN9O26 overall at a distorted geometry, with properties calculated with ωB97M-V/def2-TZVPD.

The geometry in ORCA input format:
```
! wB97M-V def2-TZVPD RIJCOSX def2/J DEFGRID3
* xyz -1 1
O 4.87515 -0.46620 0.60681
C 3.68967 -0.28178 0.32119
O 2.64380 -1.09158 0.78600
B 1.32028 -0.67303 0.28428
O 1.71283 0.26356 -0.77928
C 2.99146 0.63786 -0.64138
O 3.56023 1.57737 -1.31027
O 0.47557 -0.02495 1.25655
C -0.69447 -0.61053 1.50401
O -1.54148 -0.20747 2.26650
C -0.72167 -1.76697 0.41708
O 0.45867 -1.75547 -0.18370
O -1.67028 -2.52856 0.09049
C 8.79669 -0.38517 4.85845
O 7.95779 -0.07752 5.91612
C 6.72877 -0.86570 6.06431
C 5.69882 -0.81995 4.92534
N 4.90551 0.43496 4.86901
C 5.77495 1.57039 4.96388
C 4.96116 2.89358 4.70173
O 4.46194 2.80114 3.31359
C 3.97920 3.95063 2.70556
H 8.38011 0.08246 3.96633
H 8.92626 -1.41795 4.53491
H 9.82310 -0.03700 4.97408
H 6.25545 -0.55266 6.99494
H 6.98570 -1.91128 6.23414
H 4.95068 -1.55953 5.21068
H 6.20712 -1.20270 4.04034
H 4.37352 0.54209 4.01718
H 6.76911 1.57625 4.51700
H 6.13340 1.54117 5.99283
H 5.62255 3.75921 4.66472
H 4.06683 2.99587 5.31639
H 3.23326 4.32994 3.40399
H 3.46614 3.79510 1.75653
H 4.86083 4.53032 2.43210
C -1.78557 -3.44774 9.08100
O -2.96476 -2.55996 8.96698
C -3.13229 -1.75547 7.84991
C -2.21161 -0.61001 7.99882
N -2.25606 0.32380 6.82919
C -1.06206 1.22063 6.78277
C -0.96713 2.30667 7.83528
O -2.10781 3.13453 8.01633
C -2.65146 3.69036 6.81502
H -1.17808 -3.79703 8.24610
H -2.10674 -4.16575 9.83560
H -1.03374 -2.82401 9.56454
H -4.16832 -1.41870 7.88640
H -2.87312 -2.36497 6.98421
H -1.17268 -0.86793 8.20421
H -2.66421 -0.01585 8.79268
H -2.42641 -0.12228 5.93919
H -1.17954 1.67395 5.79850
H -0.11880 0.68034 6.70245
H -0.18030 2.96754 7.47163
H -0.78185 1.94509 8.84673
H -3.04685 2.88878 6.19114
H -1.89738 4.20374 6.21843
H -3.50051 4.32790 7.06150
C -1.98684 -5.44151 -7.37870
O -1.62740 -6.43198 -6.46426
C -2.06734 -6.06032 -5.14786
C -0.91176 -6.41463 -4.17726
N -1.36124 -6.51866 -2.76516
C -0.52762 -7.21098 -1.86513
C -1.06923 -7.42468 -0.42330
O -0.30616 -8.36401 0.33931
C -1.10201 -9.21589 1.20108
H -3.05658 -5.23678 -7.33558
H -1.80112 -5.77893 -8.39837
H -1.46582 -4.50637 -7.17342
H -2.90552 -6.68880 -4.84693
H -2.47282 -5.07529 -4.91676
H -0.28071 -5.52833 -4.24334
H -0.40653 -7.28482 -4.59630
H -1.34126 -5.58951 -2.36973
H 0.41468 -6.66337 -1.88236
H -0.32950 -8.25098 -2.12443
H -2.12586 -7.64183 -0.57970
H -0.94706 -6.44217 0.03261
H -1.97439 -9.51031 0.61768
H -1.31272 -8.73745 2.15752
H -0.41006 -10.05127 1.30828
C -4.80259 0.77129 -2.68565
O -4.25473 2.04835 -2.52949
C -2.82117 1.87337 -2.54115
C -2.02385 3.26970 -2.69229
N -2.39408 4.24984 -1.66721
C -1.93017 3.83489 -0.31835
C -2.60196 4.70821 0.74203
O -4.02974 4.74815 0.69621
C -4.70280 5.77326 1.50014
H -4.73097 0.59213 -3.75843
H -5.88135 0.82797 -2.54023
H -4.57953 -0.12118 -2.10100
H -2.52982 1.40417 -3.48087
H -2.68679 1.25507 -1.65360
H -2.26511 3.74521 -3.64299
H -0.94324 3.13595 -2.64231
H -1.75409 4.99202 -1.91154
H -0.86069 3.92774 -0.12936
H -2.31193 2.83281 -0.12287
H -2.16449 5.64235 0.38974
H -2.30868 4.28684 1.70357
H -4.55180 6.67724 0.91012
H -4.26474 5.80911 2.49758
H -5.76954 5.58345 1.61914
C -6.92138 2.81415 5.07136
O -6.73808 2.85694 3.68972
C -7.18007 1.71844 2.90985
C -6.84630 1.74040 1.34545
N -7.38667 2.91022 0.57682
C -8.82071 2.73598 0.23117
C -9.30133 3.96186 -0.53376
O -8.45027 4.12379 -1.67221
C -9.13795 3.91304 -2.85711
H -7.83712 2.30459 5.37121
H -7.05688 3.85658 5.35960
H -6.15384 2.36076 5.69858
H -8.26132 1.58162 2.92652
H -6.60340 0.86216 3.25962
H -7.29262 0.87365 0.85796
H -5.76806 1.70488 1.18975
H -7.24469 3.62881 1.27224
H -9.29083 2.50143 1.18620
H -8.91918 1.88999 -0.44908
H -9.14421 4.85965 0.06406
H -10.38587 3.96302 -0.64278
H -8.75619 4.68630 -3.52377
H -10.20510 4.12147 -2.93354
H -8.91744 2.96630 -3.35020
C -4.47361 4.62412 -6.62037
O -4.66078 5.47719 -5.44731
C -4.84193 6.76104 -5.96616
C -3.67937 7.73270 -5.80288
N -3.19656 7.61747 -4.38784
C -2.16412 8.56511 -4.33632
C -0.69607 8.02519 -4.68047
O -0.48853 6.77752 -3.97580
C 0.96400 6.46010 -3.88862
H -3.55037 4.87699 -7.14169
H -5.24136 4.66003 -7.39327
H -4.42242 3.62396 -6.19007
H -5.65903 6.96817 -5.27513
H -5.30528 6.92655 -6.93878
H -3.84596 8.74807 -6.16255
H -2.91714 7.24907 -6.41379
H -3.95218 8.11741 -3.94152
H -2.03762 8.74402 -3.26858
H -2.47823 9.49338 -4.81356
H 0.09187 8.71335 -4.37436
H -0.51884 7.88241 -5.74643
H 1.37900 7.14086 -3.14534
H 1.55508 6.54669 -4.80032
H 1.01343 5.40221 -3.63070
C -7.64339 -4.19038 -4.63909
O -7.47355 -3.90986 -3.24813
C -7.08359 -5.14141 -2.55809
C -7.34146 -4.97325 -1.04987
N -8.65229 -5.12912 -0.50507
C -8.65613 -5.24009 0.99438
C -10.10674 -5.36252 1.52622
O -10.88190 -4.15438 1.17091
C -10.40781 -2.91918 1.65944
H -7.62054 -3.28602 -5.24713
H -8.63857 -4.58929 -4.83548
H -7.03349 -5.01022 -5.01854
H -6.00754 -5.17612 -2.72840
H -7.55407 -6.03196 -2.97482
H -7.04969 -3.95308 -0.80040
H -6.68531 -5.66011 -0.51526
H -9.24267 -4.35284 -0.76761
H -8.14485 -4.40686 1.47646
H -8.23995 -6.19355 1.31971
H -10.09440 -5.48112 2.60967
H -10.60586 -6.27434 1.19826
H -9.81254 -2.53894 0.82928
H -9.66658 -2.71850 2.43302
H -11.15150 -2.12562 1.73199
C 5.38667 -5.51288 1.42847
O 6.50131 -6.19296 1.91114
C 7.73319 -5.45339 1.56448
C 8.11650 -5.69910 0.03663
N 9.37160 -5.13808 -0.42274
C 9.34615 -3.75172 -0.91197
C 10.75169 -3.49514 -1.37700
O 11.55986 -3.28469 -0.21120
C 12.93111 -3.26060 -0.35047
H 4.87112 -5.30787 2.36669
H 4.67313 -6.19723 0.96954
H 5.41102 -4.62961 0.79023
H 8.58545 -5.79948 2.14928
H 7.62897 -4.37709 1.70158
H 7.25490 -5.54162 -0.61219
H 8.31771 -6.76766 0.11281
H 10.11358 -5.07262 0.25939
H 9.03184 -2.97736 -0.21220
H 8.73626 -3.66489 -1.81119
H 10.74892 -2.57785 -1.96581
H 11.12495 -4.36885 -1.91123
H 13.33046 -3.17053 0.65973
H 13.20962 -2.29156 -0.76459
H 13.22455 -4.15394 -0.90177
C 9.27794 -0.38774 -6.55054
O 8.74822 -0.11877 -5.26187
C 8.28796 1.17664 -5.00192
C 9.62351 2.14344 -4.99479
N 9.52243 3.45470 -4.38418
C 10.55705 3.50657 -3.32308
C 10.11172 2.69546 -2.05585
O 11.26663 2.23496 -1.41940
C 11.03168 1.30248 -0.32261
H 9.20621 -1.46995 -6.65904
H 10.33935 -0.15180 -6.62703
H 8.71311 0.18522 -7.28593
H 7.71253 1.29772 -4.08415
H 7.49698 1.56440 -5.64388
H 9.89228 2.34849 -6.03104
H 10.53161 1.61250 -4.70917
H 8.61183 3.57401 -3.96385
H 10.77512 4.55200 -3.10481
H 11.47209 3.10645 -3.75977
H 9.42036 1.85536 -2.12166
H 9.74911 3.51958 -1.44149
H 11.89746 0.70330 -0.04062
H 10.21089 0.62751 -0.56516
H 10.71064 1.84464 0.56683
*
```

Relative energy (zero: lowest compared OMol25 entry of this formula, charge and spin)   609.08 kJ/mol
Kohn-Sham gap   8.54 eV
LUMO energy   0.0715 Eh
E   -4764.2372 hartree

---

Below is one molecule with the formula C5H4N2O at a distorted geometry, with properties calculated with ωB97M-V/def2-TZVPD.

The geometry in ORCA input format:
```
! wB97M-V def2-TZVPD RIJCOSX def2/J DEFGRID3
* xyz 0 1
C -2.18158 -0.80951 -0.03993
C -1.19052 0.08431 -0.20180
O 0.05261 -0.39668 -0.27220
C 1.17777 0.11888 0.57850
C 2.32482 -0.86446 0.10357
N 3.15096 -1.58899 -0.48004
C 1.39211 1.45595 -0.01262
N 1.30549 2.55783 -0.35535
H -3.19396 -0.27818 -0.35395
H -2.09661 -1.80167 -0.10237
H -1.65733 1.29031 -0.46995
H 0.91622 0.23221 1.60613
*
```

Relative energy (zero: lowest compared OMol25 entry of this formula, charge and spin)   425.39 kJ/mol
SMILES string   C=COC(C#N)C#N
Kohn-Sham gap   10.36 eV
LUMO energy   0.0076 Eh
E   -377.5020 hartree

---

Below is C37H33Br2CoN2OP2S as an isolated structure, with properties calculated with ωB97M-V/def2-TZVPD.

The geometry in ORCA input format:
```
! wB97M-V def2-TZVPD RIJCOSX def2/J DEFGRID3
* xyz 2 1
Co -1.03084 -1.08890 1.05821
C 2.90684 5.81282 -0.65960
S 1.37159 5.80599 -1.60681
C 1.40280 4.09513 -2.18733
C 0.83503 3.12629 -1.15525
C 1.06765 1.67257 -1.55558
N 0.37271 0.70958 -0.66508
P 0.82013 0.16588 0.85343
C 1.20575 1.52807 1.93601
C 2.52826 1.96407 2.04399
C 2.80485 3.11163 2.77134
C 1.78073 3.80293 3.40430
C 0.46783 3.35447 3.32078
C 0.18081 2.21708 2.58793
C 2.25500 -0.88472 0.81543
C 2.78551 -1.35696 -0.38045
C 3.88337 -2.20108 -0.35264
C 4.42939 -2.59346 0.86251
C 3.88576 -2.14136 2.05893
C 2.79955 -1.28267 2.04016
P -1.20119 0.15046 -0.80674
C -2.34801 1.50460 -0.97604
C -2.85219 2.14308 0.15951
C -3.63942 3.27231 0.02704
C -3.92349 3.76507 -1.24156
C -3.43842 3.12405 -2.37297
C -2.66050 1.98242 -2.25030
C -1.42123 -0.89049 -2.23227
C -0.33994 -1.35816 -2.97179
C -0.56465 -2.19230 -4.05446
C -1.85857 -2.57871 -4.37887
C -2.93808 -2.13048 -3.62736
C -2.72416 -1.28205 -2.55410
H 3.01069 6.80928 -0.23485
H 3.76011 5.62013 -1.30762
H 2.88491 5.09112 0.15831
H 2.43120 3.83358 -2.44971
H 0.82173 4.06412 -3.11072
H -0.23619 3.30757 -1.04899
H 1.28982 3.33071 -0.18474
H 2.13285 1.43163 -1.55529
H 0.70587 1.49666 -2.57184
H 3.33094 1.42893 1.55393
H 3.82543 3.46220 2.84919
H 2.00793 4.69205 3.97757
H -0.32325 3.88905 3.82904
H -0.84288 1.86942 2.52356
H 2.34128 -1.07770 -1.32611
H 4.30887 -2.56133 -1.27974
H 5.28394 -3.25711 0.87762
H 4.31238 -2.45207 3.00297
H 2.38909 -0.91671 2.97499
H -2.63605 1.75744 1.14848
H -4.03584 3.76607 0.90395
H -4.53815 4.64908 -1.34819
H -3.67142 3.50898 -3.35671
H -2.29077 1.48334 -3.13656
H 0.67027 -1.08221 -2.70164
H 0.27090 -2.54878 -4.64218
H -2.02721 -3.23463 -5.22278
H -3.94378 -2.43600 -3.88229
H -3.57018 -0.91848 -1.98100
Br 1.16068 -4.57616 -1.66083
C 0.03330 -4.70811 -0.17082
C -0.30014 -5.99122 0.32184
C -1.12246 -6.15120 1.40301
Br -1.52893 -7.87836 2.00421
C -1.66544 -5.01300 2.06003
C -2.51951 -5.01675 3.17528
C -2.96913 -3.82695 3.70905
C -2.57027 -2.62501 3.13487
N -1.76285 -2.58170 2.07696
C -1.31255 -3.75635 1.54322
C -0.46988 -3.58552 0.43571
O -0.22964 -2.31332 0.06012
H 0.10857 -6.85912 -0.17636
H -2.82152 -5.96050 3.61103
H -3.62600 -3.81233 4.56651
H -2.90959 -1.67792 3.53712
*
```

Relative energy (zero: lowest compared OMol25 entry of this formula, charge and spin)   12.11 kJ/mol
Kohn-Sham gap (alpha / beta)   5.11 / 5.08 eV
LUMO energy (alpha / beta)   -0.2741 / -0.2751 Eh
E   -9225.6966 hartree